Entry 1:
ORCA calculation (wB97M-V/def2-TZVPD) on 2 unconnected molecules or ions with the total composition C4H6N2O.

Geometry (Å):
C  -2.42350  0.16481  -0.02302
C  -1.07324  -0.56087  -0.09526
C  -0.24069  0.44993  0.02373
O  0.30772  1.48197  0.20771
H  -2.76960  0.57256  -0.98630
H  -3.07926  -0.61026  0.31819
H  -2.49576  1.00638  0.70124
H  -0.86940  -1.50296  -0.63844
N  1.69657  -1.80927  -1.00327
C  2.25662  -0.84435  -0.66590
N  2.88948  0.29605  -0.33104
H  2.23783  1.06006  -0.17811
H  3.54551  0.19053  0.43000

Atomic forces in eV per Å
C -0.8 0.0 0.1
C 0.8 1.3 -0.8
C 0.5 0.4 0.1
O -0.3 -1.3 -0.1
H 0.1 -0.4 0.2
H -1.0 -0.1 0.1
H 0.4 -0.7 -0.3
H -0.2 0.8 0.8
N 0.8 1.3 0.4
C -0.5 -1.1 -0.4
N 0.0 -0.2 0.0
H 0.2 0.0 0.0
H 0.0 0.0 -0.1

Values from the calculation:
LUMO (eV): 0.69
HOMO energy (eV): -9.01
Structure (SMILES): CC=C=O.N#CN

***

Entry 2:
ORCA calculation (wB97M-V/def2-TZVPD) on 4 unconnected molecules or ions with the total composition C5H20N2O3.

Geometry (Å):
C  -2.09561  -1.23384  1.57238
C  -0.67147  -1.26859  0.98956
C  -0.47718  0.00227  0.07350
C  -0.74241  -0.43780  -1.38370
N  0.88374  0.47614  0.42562
C  1.02758  1.95055  0.13332
N  1.53062  2.28555  -1.15151
H  -2.61901  -2.18273  1.46424
H  -2.04878  -1.01756  2.64977
H  -2.66179  -0.37134  1.23309
H  0.12335  -1.41151  1.71736
H  -0.56363  -2.16195  0.36702
H  -1.21176  0.77459  0.31352
H  -0.36253  -1.44360  -1.58704
H  -1.82416  -0.59635  -1.44901
H  -0.38477  0.28461  -2.11225
H  1.66362  -0.08787  0.11220
H  0.03707  2.28174  0.47271
H  1.71114  2.31252  0.89931
H  0.95936  2.13569  -1.97042
H  2.18972  3.02786  -1.18352
O  2.71404  -1.52722  2.83929
H  2.45681  -0.59232  2.80871
H  2.00280  -2.09372  2.52420
O  2.32499  -1.50943  -1.72503
H  2.69542  -0.68953  -2.11971
H  1.78534  -2.02008  -2.31189
O  -2.55639  1.69458  -0.89372
H  -3.50356  1.82417  -0.86889
H  -2.38254  1.59518  -1.83913

Atomic forces in eV per Å
C 0.6 -0.1 1.4
C -1.2 0.2 -1.2
C 2.1 -2.2 0.9
C -0.5 -0.5 0.7
N -0.9 2.2 -0.5
C 0.0 -2.2 1.7
N -0.1 -0.6 -0.4
H -0.2 0.2 -0.1
H 0.1 -0.3 0.0
H -0.3 -0.3 -0.6
H -0.2 0.7 0.3
H -0.1 0.0 -0.1
H 0.6 -0.3 0.2
H 0.5 0.4 0.0
H 0.0 0.3 -0.3
H -0.1 0.0 -0.2
H -0.3 -0.1 -0.4
H 0.1 0.7 -0.7
H 0.3 0.3 -0.2
H 0.1 0.3 0.3
H 0.1 0.5 -0.3
O 0.5 0.1 0.3
H -0.4 -0.6 -0.3
H -0.1 0.5 0.0
O 1.1 0.9 0.9
H -0.8 -1.1 -0.1
H -0.2 0.1 -0.9
O -0.3 0.4 -0.6
H -0.4 0.2 0.2
H 0.1 0.0 0.2

Values from the calculation:
LUMO (eV): 0.47
HOMO energy (eV): -8.11
Structure (SMILES): CC[C@H](C)NCN.O.O.O

***

In order of appearance, ΔE to the lowest compared entry with this formula, charge and spin = 60.01 34.91 kcal per mole.
In order of appearance, max |F| = 1.7 3.2 eV/A.
In order of appearance, orbital gap = 9.70 8.57 eV.